A cluster of 11 separate species, C26H79B2O12Si in total in a non-equilibrium geometry. Source: OMol25; level of theory: ωB97M-V with the def2-TZVPD basis set.

Structure (XYZ):
```
120
Properties=species:S:1:pos:R:3:forces:R:3:mulliken_charge:R:1
C -0.592762 0.097804 -2.943434 0.43 0.31 0.24 -0.55
B 0.636192 0.605742 -2.042250 0.23 0.13 -0.17 0.53
O 1.783959 0.942807 -2.856751 -0.11 -1.00 -0.32 -0.57
B 0.716496 0.740062 -0.356938 -0.14 -0.48 0.25 0.75
C 0.133108 2.200804 0.189529 0.41 -0.21 -0.30 -0.33
C 1.118259 3.362495 0.264383 -0.28 -0.35 -0.85 -0.67
O 2.436828 3.014528 0.703109 -0.18 0.55 0.88 -0.61
Si 2.660756 2.870830 2.335031 0.40 -0.35 -0.31 0.79
C 1.257065 3.523164 3.392408 0.30 -0.06 0.08 -1.14
C 2.905539 1.051272 2.780966 0.24 0.77 0.38 -0.88
C 4.243246 3.794869 2.816188 -0.08 -0.36 -0.13 -1.22
H -0.712938 0.741262 -3.815143 -0.16 0.07 -0.18 0.39
H -0.281265 -0.879183 -3.324254 0.10 -0.17 -0.14 -0.07
H -1.521088 -0.056748 -2.407166 -0.23 0.14 0.08 -0.08
H 2.417231 0.209926 -2.743439 -0.11 0.84 0.23 0.25
H -0.013617 -0.144956 0.128619 -0.08 -0.09 0.02 -0.48
H 1.859586 0.486807 0.007706 0.10 0.05 0.06 -0.47
H -0.608602 2.510251 -0.542010 -0.39 0.21 0.07 0.38
H -0.420075 2.095450 1.123720 0.04 -0.03 0.28 -0.21
H 1.221136 3.759954 -0.745509 0.28 0.03 -0.17 0.35
H 0.718693 4.185438 0.860871 0.03 0.12 0.26 0.33
H 0.361444 2.916849 3.305619 -0.24 0.02 -0.16 0.27
H 1.591471 3.447179 4.427527 0.10 -0.08 0.20 0.44
H 1.044052 4.572329 3.223715 -0.17 0.19 -0.18 0.33
H 3.901375 0.916742 3.199086 0.22 -0.12 0.03 0.43
H 2.194634 0.822812 3.570577 -0.18 -0.37 0.01 -0.18
H 2.782480 0.417285 1.913461 -0.23 -0.18 -0.13 0.41
H 4.162131 4.277115 3.786403 -0.09 0.19 0.13 0.36
H 5.060072 3.081440 2.890450 0.19 -0.14 -0.01 0.40
H 4.526549 4.524269 2.066508 -0.07 0.27 -0.10 0.15
C -2.339592 -4.191336 -1.113020 -0.07 0.00 0.06 -1.13
C -1.740003 -2.833132 -1.425428 0.09 -0.09 0.37 -0.28
O -2.579600 -1.776808 -0.979609 -0.16 -0.50 -0.23 0.55
H -3.319339 -4.293029 -1.590884 0.00 -0.05 -0.09 0.07
H -1.690646 -4.993685 -1.465560 -0.01 0.00 0.01 0.46
H -2.487384 -4.310157 -0.037282 0.08 -0.03 0.02 0.26
H -1.606519 -2.715946 -2.500039 -0.05 0.17 -0.02 0.20
H -0.757985 -2.731813 -0.951139 0.07 -0.06 -0.15 0.12
H -2.672038 -1.868519 -0.021560 0.26 0.10 0.04 -0.17
C 3.527055 8.850647 1.077849 -0.02 -0.06 0.04 -1.10
C 3.776770 7.409023 1.485852 -0.12 -0.03 -0.24 -0.30
O 2.587224 6.634066 1.456374 -0.02 0.14 0.13 -0.40
H 2.785754 9.311872 1.729599 0.02 0.02 0.02 0.28
H 4.445906 9.438923 1.123828 0.00 0.01 -0.02 0.39
H 3.136562 8.899357 0.058732 0.04 0.01 -0.02 0.30
H 4.148773 7.359479 2.508479 -0.01 -0.06 0.03 0.31
H 4.527764 6.951544 0.831036 0.08 0.04 0.06 0.28
H 2.247117 6.636219 0.554996 0.01 -0.15 0.05 0.24
C 0.578327 -5.277007 -4.854470 -0.07 -0.05 0.10 -0.82
C 0.965967 -4.493939 -3.613709 0.08 -0.18 -0.02 0.10
O 0.680221 -5.220334 -2.418977 -0.03 0.01 -0.03 -0.45
H -0.484448 -5.522801 -4.829903 -0.02 0.06 -0.01 0.27
H 0.784160 -4.704447 -5.760021 0.02 -0.01 -0.01 0.35
H 1.132073 -6.216674 -4.912290 0.06 0.04 -0.07 0.04
H 0.401522 -3.565514 -3.549387 0.01 0.02 0.08 0.00
H 2.031065 -4.239963 -3.639010 -0.02 0.09 -0.05 0.30
H 1.184698 -6.040017 -2.443090 -0.02 0.05 0.01 0.25
C -0.449441 -0.466721 3.440287 -0.08 0.06 0.07 -0.28
C -0.994356 -1.866178 3.233468 0.18 0.14 -0.19 -0.57
O -1.322401 -2.093966 1.867088 -0.16 -0.36 -0.02 -0.40
H -1.179304 0.272661 3.106563 -0.01 0.00 -0.02 -0.04
H -0.213392 -0.287192 4.492228 0.02 -0.05 -0.01 0.41
H 0.452771 -0.317601 2.848722 0.00 0.00 -0.05 -0.01
H -1.912195 -2.013821 3.804033 -0.04 -0.05 -0.05 0.33
H -0.265353 -2.615476 3.564956 -0.03 0.01 0.09 0.25
H -0.520522 -1.968201 1.341301 -0.08 0.37 -0.07 0.07
C 2.901874 -9.708237 -4.696105 0.00 0.08 0.00 -0.94
C 1.972543 -9.371403 -5.847945 0.21 0.03 -0.05 -0.26
O 2.236272 -8.078698 -6.385030 -0.02 -0.06 0.03 -0.50
H 2.810084 -8.964181 -3.904741 -0.04 -0.01 0.02 0.22
H 2.673071 -10.690569 -4.280553 0.01 -0.01 -0.01 0.32
H 3.943097 -9.709513 -5.027239 0.00 -0.06 -0.01 0.32
H 0.937743 -9.354619 -5.510170 -0.03 0.05 -0.03 0.28
H 2.058288 -10.123134 -6.640396 -0.07 -0.06 0.04 0.30
H 3.144945 -8.069109 -6.704057 -0.05 0.03 0.02 0.28
C 1.086757 11.429765 -2.142098 0.01 -0.04 0.06 -1.01
C 1.834463 12.419891 -1.267935 0.14 -0.15 -0.13 -0.26
O 2.812137 11.778069 -0.455502 -0.05 0.09 0.00 -0.49
H 0.603553 10.670827 -1.526950 -0.03 0.02 0.02 0.25
H 0.325811 11.930879 -2.742213 0.01 0.00 -0.01 0.36
H 1.773698 10.916264 -2.818829 -0.01 0.04 -0.05 0.32
H 1.149123 12.917212 -0.583588 0.03 0.01 0.06 0.27
H 2.314652 13.188264 -1.884670 -0.08 0.05 0.00 0.27
H 3.438988 11.337416 -1.039072 -0.03 -0.02 0.07 0.28
C 4.293576 -1.127324 6.946543 -0.03 -0.05 0.04 -1.11
C 3.216678 -1.408618 5.913169 0.03 0.33 0.05 0.06
O 1.963120 -0.855815 6.310748 0.07 -0.14 0.06 -0.49
H 4.006358 -1.536606 7.916121 0.01 -0.04 -0.01 0.28
H 5.248301 -1.564961 6.649590 0.01 0.02 -0.01 0.34
H 4.433962 -0.051054 7.071750 0.05 0.01 -0.06 0.32
H 3.068103 -2.481408 5.800587 -0.12 0.00 0.00 0.30
H 3.504026 -0.999038 4.940036 0.03 -0.09 -0.03 0.04
H 2.081719 0.096666 6.392500 -0.07 -0.03 -0.08 0.28
C -3.896451 0.365732 0.593309 0.05 0.08 0.22 0.03
C -3.807260 1.816194 1.023402 0.00 -0.23 -0.32 -0.58
O -3.082107 2.569625 0.063544 -0.07 0.45 0.10 -0.46
H -2.888104 -0.026672 0.461094 -0.03 0.20 0.09 -0.15
H -4.420654 -0.238633 1.336919 -0.05 -0.03 -0.02 0.30
H -4.413951 0.258579 -0.359185 -0.09 0.03 0.02 0.06
H -3.247428 1.884876 1.955867 0.05 0.14 0.01 0.28
H -4.797378 2.263519 1.185306 -0.01 -0.08 0.06 0.35
H -3.561353 2.561719 -0.771115 0.01 -0.16 0.06 0.28
C -5.434029 -2.434190 -3.447166 -0.08 -0.05 0.05 -1.28
C -5.325636 -1.436900 -2.308021 0.23 -0.05 0.10 0.29
O -5.438169 -2.066005 -1.036768 -0.48 -0.18 -0.19 -0.56
H -6.383511 -2.969721 -3.395352 -0.03 0.01 -0.02 0.33
H -5.364458 -1.934402 -4.414769 0.03 0.01 -0.01 0.37
H -4.632523 -3.173557 -3.385195 0.06 0.04 -0.03 0.25
H -6.134288 -0.707759 -2.361292 -0.07 0.01 0.04 0.44
H -4.373955 -0.898290 -2.365807 -0.05 -0.03 -0.03 -0.12
H -4.708701 -2.693246 -0.963711 0.19 0.31 -0.03 0.10
C -5.679864 -4.918903 1.080694 0.03 -0.04 -0.06 -0.72
C -5.026019 -6.262519 0.810858 -0.03 0.17 0.37 -0.41
O -3.742704 -6.344139 1.424836 0.01 -0.13 -0.10 -0.49
H -5.047372 -4.111794 0.710127 -0.07 -0.03 0.01 0.06
H -6.656866 -4.850022 0.598558 0.03 0.04 0.00 0.30
H -5.814740 -4.763463 2.153774 -0.04 -0.03 0.01 0.38
H -4.876620 -6.402950 -0.258403 0.11 -0.05 0.00 0.28
H -5.652813 -7.081667 1.183435 -0.09 0.01 -0.14 0.33
H -3.867151 -6.224483 2.372112 0.07 0.05 -0.05 0.29
```
Positions in Å, forces in eV/Å.

energy: -62043.9896 eV
largest force on an atom: 1.1 eV/Å
molecular weight: 633.62 g mol⁻¹
charge: -1
HOMO-LUMO gap: 5.71 eV
E_LUMO: 2.025 eV


A structure of composition C5H8Br3NO2 in a non-equilibrium geometry. Source: OMol25; level of theory: ωB97M-V with the def2-TZVPD basis set.

Structure (XYZ):
```
19
Properties=species:S:1:pos:R:3:forces:R:3:mulliken_spin:R:1
C 0.446479 -1.201773 0.360985 -0.12 0.10 0.15 0.00
C -0.775337 0.704000 -0.692226 -0.04 -0.03 0.08 0.01
C -0.171616 0.173442 0.608640 0.08 -0.26 0.00 0.01
C 0.902460 1.110818 1.179894 -0.28 0.40 -0.46 -0.01
C 0.484729 2.561083 1.304634 -4.03 -2.14 -3.44 0.28
N 0.438643 3.254134 -0.011644 -0.85 -2.05 2.24 0.06
O 1.314293 2.959963 -0.781897 2.11 -0.34 -1.46 0.12
O -0.418448 4.072244 -0.178142 -1.29 1.92 -0.58 0.14
Br 1.405876 0.499813 2.974000 0.36 0.41 0.26 0.15
Br -1.194150 2.821152 2.178146 -0.01 -0.18 0.37 0.01
Br 1.859479 3.650696 2.182297 4.01 2.24 2.92 1.22
H 1.228652 -1.136114 -0.393085 0.09 -0.02 -0.09 0.00
H 0.872138 -1.615415 1.271651 0.07 -0.11 0.02 0.00
H -0.316413 -1.888180 0.003845 -0.05 -0.08 -0.05 0.00
H -0.003001 0.899503 -1.434050 0.01 0.04 -0.04 0.00
H -1.366733 1.604513 -0.539606 0.04 0.06 -0.03 -0.01
H -1.446573 -0.049069 -1.097914 -0.05 -0.11 -0.03 0.00
H -0.971514 0.073821 1.351460 0.13 0.08 -0.05 0.00
H 1.814903 1.064876 0.574718 -0.18 0.07 0.19 0.01
```
Positions in Å, forces in eV/Å.

energy: -221019.8614 eV
largest force on an atom: 5.7 eV/Å
molecular weight: 353.84 g mol⁻¹
charge: 0
energy above the lowest of the compared OMol25 structures with the same formula, charge and spin: 0.000 eV
spin multiplicity: 3
HOMO-LUMO gap (spin up / spin down): 6.67 / 5.30 eV
E_LUMO (spin up / spin down): 0.155 / -4.936 eV


A structure of composition C5H11CeMgO4 in a non-equilibrium geometry. Source: OMol25; level of theory: ωB97M-V with the def2-TZVPD basis set.

Structure (XYZ):
```
22
Properties=species:S:1:pos:R:3:forces:R:3:mulliken_spin:R:1
O 1.600944 -0.832117 1.131574 3.32 -3.46 -0.32 0.01
C 1.321289 -2.134267 0.733052 0.28 -1.58 0.37 0.02
C 0.316272 -2.153573 -0.411507 0.77 -0.17 -1.08 0.00
O -0.768811 -1.272352 -0.157314 -0.36 0.11 -0.10 -0.01
C -1.216005 -0.428641 -1.221235 2.19 0.90 -1.93 0.01
C -2.351329 0.364227 -0.619729 -0.35 0.46 -0.30 -0.01
O -1.823215 1.139684 0.455972 -2.28 0.73 -1.55 -0.01
C -2.707212 2.012244 1.130812 -0.61 0.09 0.11 0.00
Ce 0.151231 0.562440 1.194500 -6.90 -0.23 7.71 1.24
H 0.965934 -2.727550 1.595553 -0.09 0.24 -0.24 0.00
H 2.224733 -2.667643 0.383614 -0.27 0.20 0.00 0.00
H -0.076102 -3.162199 -0.608800 0.26 0.26 0.02 0.00
H 0.836696 -1.754629 -1.299756 -0.14 -0.38 0.09 0.00
H -1.547882 -1.014724 -2.086484 -0.23 -0.02 0.31 0.00
H -3.093222 -0.305660 -0.154873 0.00 0.10 -0.66 0.00
H -2.766755 1.058768 -1.364205 -0.18 -0.41 0.14 0.00
H -2.113787 2.589619 1.847790 -0.09 -0.06 -0.10 0.00
H -3.164626 2.704674 0.410461 -0.03 -0.20 0.32 0.00
H -3.444498 1.400720 1.671307 -0.05 0.43 -0.17 0.00
Mg 2.766179 0.804900 1.204331 2.28 0.06 -0.37 0.75
O 1.228351 1.487475 0.206420 5.25 4.71 -4.43 -0.02
H -0.248006 0.277207 -1.782878 -2.74 -1.76 2.17 0.00
```
Positions in Å, forces in eV/Å.

energy: -31918.2051 eV
largest force on an atom: 10.3 eV/Å
molecular weight: 299.56 g mol⁻¹
charge: +1
energy above the lowest of the compared OMol25 structures with the same formula, charge and spin: 0.000 eV
spin multiplicity: 3
HOMO-LUMO gap (spin up / spin down): 6.13 / 9.47 eV
E_LUMO (spin up / spin down): -3.141 / -3.667 eV